The following is a quantum chemistry calculation of a 11-piece molecular cluster, C33H33F11O33 overall at a distorted geometry, from the Open Molecules 2025 dataset.

Cartesian coordinates (Å):
1 O 3.6837 -4.1066 2.9904
2 O 1.9201 -10.2102 0.4503
3 C 4.9614 -3.2612 -0.0630
4 C 4.2016 0.8426 -5.3387
5 C 11.5352 -1.2641 -6.4711
6 O 0.9815 -11.8934 1.6885
7 H 3.3624 -8.8155 -0.0261
8 O 10.6675 -6.9935 0.9186
9 H 12.7278 -6.5412 1.1358
10 C 7.5799 -6.3285 7.3998
11 H 2.3212 6.4133 0.5886
12 F 7.8016 -7.8052 5.5319
13 C 10.0641 -7.3144 -0.1584
14 O 5.3827 -6.1365 -5.2532
15 C -1.8004 -6.5298 8.0273
16 O 5.5889 3.8622 -6.5472
17 H 12.2631 -8.3395 0.7894
18 C 8.1050 -7.1624 -7.0676
19 H 0.9105 -5.9011 7.9102
20 H 8.2628 -5.8343 6.7087
21 O 8.4022 -6.5529 8.4850
22 H 3.2062 1.0792 -7.2829
23 O 10.9669 -7.5502 -1.1080
24 C -0.7401 -6.7164 -3.5588
25 F 3.3816 5.8652 2.1627
26 O 9.0348 -8.3433 9.7742
27 C 8.5464 -7.8388 8.7920
28 O 9.0502 -1.2608 3.8302
29 C 3.0042 5.6252 0.9056
30 H 3.1976 0.5193 -5.0640
31 C 3.3115 -9.8306 0.3678
32 O -0.6861 -7.1738 7.7705
33 F 11.4285 -2.3725 -7.2004
34 H 1.7638 4.1802 -0.0936
35 C 7.0263 -7.0178 -8.1287
36 O -1.8627 -7.4471 -3.1988
37 O 9.2391 0.0166 2.0699
38 H 8.2657 -8.2240 -6.8798
39 H -0.1028 -6.3669 -2.7465
40 O 10.5668 -1.3468 -5.4425
41 C 12.2369 -7.1589 -0.7700
42 C 3.5776 -2.5623 -0.1114
43 C 8.5234 -0.2665 3.0875
44 H 3.8294 -10.4273 -0.3830
45 F -1.1688 -5.5948 -4.2728
46 H 9.1251 -6.8338 -7.2661
47 H 6.7323 -5.6451 7.4503
48 F 5.0600 0.1283 -4.6923
49 H 4.9224 -4.1043 -0.7527
50 O 4.5804 2.2741 -5.2346
51 O 4.1843 5.6208 0.2233
52 O 10.6607 -2.3258 -3.2776
53 O -2.7812 -6.7904 8.8092
54 H 11.0574 0.4650 2.9082
55 O 5.1243 -3.6683 1.2989
56 C 4.6148 4.3319 0.0460
57 H 5.8110 -2.6712 -0.4066
58 C 2.4536 4.2012 0.7501
59 H 4.3841 -0.3036 -7.2752
60 H 0.8368 -6.7230 6.4282
61 C 0.0470 -7.6846 -4.5152
62 H 9.8536 -2.4952 2.5215
63 F 6.8889 -8.2081 -8.7553
64 O 7.5640 -6.3146 -6.0986
65 H 6.3035 -8.0569 6.8334
66 O 7.5127 0.4146 3.3056
67 C -0.6655 -5.1041 6.7992
68 F 3.4550 -8.9428 2.4556
69 C 7.3340 -7.7048 6.7856
70 O 5.8604 -6.9660 -7.3694
71 C 12.7922 -1.4199 -5.7199
72 C 3.9180 -3.6557 1.8593
73 C 1.8902 -11.1653 1.3434
74 C 11.1664 -1.8980 -4.3369
75 H 11.6234 -0.3935 -7.1210
76 H 0.2783 -7.2756 -5.4987
77 H 1.8738 3.7934 1.5782
78 C -1.7807 -8.7222 -3.7272
79 H -0.1930 -4.1682 7.0975
80 C 10.6277 -0.3220 2.2884
81 F 13.2823 -7.8498 -1.2555
82 O -0.6642 -8.8984 -4.5387
83 O 8.1570 -8.5133 7.6417
84 H 3.6537 -1.4874 -0.2758
85 O -2.6927 -9.5205 -3.5182
86 C 5.1893 2.7440 -6.4246
87 H 12.3794 -6.1216 -1.0732
88 O 3.0600 -11.1908 2.0119
89 O 12.5042 -1.6948 -4.4066
90 F 11.2302 -2.0100 3.9334
91 C 3.8363 -10.0323 1.7829
92 C 10.1572 -1.6214 3.0979
93 C 4.1473 0.6899 -6.8946
94 O 3.1424 -2.8925 1.1285
95 O 8.8145 -7.4586 -0.4725
96 O -1.8609 -5.3707 7.5426
97 H 13.4153 -0.5270 -5.7684
98 C 0.1936 -6.2333 7.1594
99 H 11.2060 -0.4840 1.3788
100 O 5.1048 1.7144 -7.3668
101 F 2.8547 -2.9895 -1.0881
102 H 1.0893 -7.8526 -4.2440
103 F -1.0287 -5.1368 5.4568
104 O 3.6462 3.5098 0.4745
105 H 4.8937 -10.2354 1.9524
106 H 7.2646 -6.2726 -8.8876
107 C 12.0747 -7.2736 0.6613
108 O 5.6911 3.9778 -0.5075
109 H 13.4407 -2.1930 -6.1321
110 C 6.2201 -6.4471 -6.1518

Computed properties:
SMILES string: O=C1OC[C@@H](F)O1.O=C1OC[C@@H](F)O1.O=C1OC[C@@H](F)O1.O=C1OC[C@@H](F)O1.O=C1OC[C@@H](F)O1.O=C1OC[C@@H](F)O1.O=C1OC[C@@H](F)O1.O=C1OC[C@@H](F)O1.O=C1OC[C@@H](F)O1.O=C1OC[C@@H](F)O1.O=C1OC[C@@H](F)O1
Multiplicity: 1
Total energy (eV): -132208.97466
Kohn-Sham gap (eV): 9.957
Energy relative to the best compared isomer or geometry (same formula, charge and spin) (kcal/mol): 245.4



The following is a quantum chemistry calculation of C33H33FN6NiO2S2Se as an isolated structure at a distorted geometry, from the Open Molecules 2025 dataset.

Cartesian coordinates (Å):
1 H 0.6129 2.0994 5.8104
2 C 1.1716 -4.0718 0.7135
3 C 1.9516 -2.2179 -2.2714
4 S 0.2080 2.3981 3.4694
5 H -1.0639 -5.4241 -1.5569
6 C -0.4574 0.4272 -5.4303
7 N -0.0291 2.4751 0.8531
8 H 2.2542 0.0744 5.4603
9 H 3.8748 -1.3707 -2.2858
10 N 0.3826 -2.0308 -0.3852
11 C -2.4306 6.2119 -1.3658
12 C -2.1652 3.8466 -1.7163
13 C 1.0928 -2.9248 -4.4239
14 H -2.1539 -0.5623 -2.6816
15 H -3.2462 -2.7241 -0.5676
16 C 3.9279 -3.0830 -1.0228
17 H 3.4155 -3.4934 -0.1532
18 C -0.2425 -2.5397 1.8718
19 C -1.3297 -0.1699 -3.2633
20 O -2.3587 2.7698 -2.5115
21 C 0.6604 0.9528 -4.7396
22 H 0.6893 -5.0161 3.9363
23 H -1.9943 -1.5392 -0.8676
24 H -1.4466 -4.4704 -0.1187
25 H 2.7487 1.5835 4.6485
26 N 1.7568 1.3697 -2.7144
27 C 0.7063 0.8263 -3.2922
28 C 3.2259 -1.8112 -1.5226
29 N -0.2864 0.2234 -2.5801
30 C 0.6747 -2.4581 -1.6962
31 C -0.3661 -3.0219 -2.4914
32 H -2.0761 1.9906 -1.9892
33 C 0.6124 -4.4249 3.0344
34 C -2.5884 5.0959 -2.1639
35 H 2.3256 -0.0968 -0.5307
36 C -1.7453 -4.6800 -1.1418
37 C 1.9780 0.8163 4.7117
38 H 3.9613 -3.8440 -1.8042
39 C 1.2566 -4.8220 1.8709
40 H -0.8870 4.7714 1.2799
41 H -1.6953 6.9937 0.4944
42 H 4.9517 -2.8441 -0.7276
43 H 3.0203 -1.2714 0.5871
44 H -2.7931 7.1726 -1.7090
45 C 3.1368 -0.7909 -0.3848
46 C 0.6203 1.4251 4.9550
47 H 4.0466 -0.1885 -0.3571
48 Ni -0.2483 -0.2174 -0.3381
49 C -1.3747 4.8820 0.3219
50 H -2.7478 -5.1123 -1.1171
51 C 2.1165 -2.4421 -3.6351
52 H -0.9126 -3.6464 -4.4610
53 C -2.6051 -2.3014 -1.3415
54 C -0.9801 2.4440 -0.0269
55 H -2.3495 -0.5001 -5.1319
56 N 0.5617 1.2484 1.1253
57 C -1.4542 -0.1030 -4.6751
58 C 0.8388 1.1510 2.3794
59 H -0.1428 0.6575 5.0833
60 C 0.4494 -2.8605 0.6877
61 H 1.6574 -4.3960 -0.1978
62 S 1.8975 -0.0324 3.0958
63 H -0.7131 -2.9711 3.9083
64 N 1.6853 1.5762 -5.2884
65 H -3.2471 -1.8055 -2.0712
66 H -3.0437 5.1656 -3.1435
67 O -1.4302 1.3488 -0.5581
68 H 3.0837 -2.2463 -4.0872
69 C -0.1720 -3.2788 3.0234
70 C -1.8233 6.1113 -0.1181
71 H 1.2349 -3.0651 -5.4883
72 Se 2.7547 2.0545 -3.9788
73 F -1.0440 -1.4317 1.8075
74 C -0.1201 -3.2395 -3.8422
75 H 1.8334 -5.7384 1.8700
76 H -2.3034 -3.6923 -2.9201
77 C -1.5380 3.7427 -0.4649
78 C -1.7676 -3.4122 -2.0093
79 H -0.5061 0.4775 -6.5093

Computed properties:
Multiplicity: 1
Total energy (eV): -178568.12144
Kohn-Sham gap (alpha / beta) (eV): 5.876 / 5.868
Energy relative to the best compared isomer or geometry (same formula, charge and spin) (kcal/mol): 45.2



The following is a quantum chemistry calculation of C33H33IrN6O6S as an isolated structure, from the Open Molecules 2025 dataset.

Cartesian coordinates (Å):
1 N 2.2041 -4.9750 -0.5457
2 H 0.6067 -3.3767 -2.1266
3 H -1.5227 -4.7535 -1.8296
4 C -0.8635 3.1843 -0.0788
5 H -4.0443 1.9530 -4.7177
6 C -1.4872 -4.3607 -0.8215
7 H -4.5174 -2.4524 1.1095
8 H -1.9643 5.0022 -0.3910
9 C -1.3949 -3.4303 1.7877
10 H 0.1031 7.2682 0.9995
11 C 0.8012 3.2443 1.5356
12 C 5.7533 0.5502 -0.5003
13 H -1.3716 -3.0944 2.8190
14 C -2.4829 -3.5209 -0.3429
15 C -1.5990 2.3317 -1.0409
16 C -2.5455 2.8058 -1.9231
17 O 0.5385 -6.0862 -1.9548
18 C 5.5130 1.0090 -1.7924
19 O -4.1882 3.8074 -3.7737
20 C -3.5412 -2.1405 1.4785
21 C 4.2183 1.2669 -2.2234
22 S 0.8232 -5.8347 -0.5739
23 N 0.1855 -0.0026 1.9640
24 C -1.1668 4.5125 0.1463
25 H -0.8362 6.8391 2.4342
26 C 1.3335 -0.2098 2.6500
27 H -1.6008 -0.8878 -1.7180
28 O 0.3871 -1.2041 -0.7575
29 H 1.1303 5.0782 2.5612
30 H -3.3155 -3.2602 -0.9868
31 C 0.5476 4.5708 1.8038
32 H -2.1697 7.9300 0.8526
33 C 3.4071 0.6135 -0.0651
34 N 0.1179 2.5589 0.6094
35 O -1.9346 7.0143 0.6712
36 C 1.3323 -0.6690 3.9496
37 H -5.2131 2.0380 -3.3950
38 H -3.3887 -1.1070 1.1484
39 H 0.4020 -4.5882 1.9808
40 Ir 0.4106 0.5765 0.1026
41 C -1.0598 -0.7205 3.8399
42 C -0.3983 -4.2724 1.3232
43 H -3.3657 -0.1654 -3.3269
44 C -0.7527 6.6798 1.3537
45 H 2.2774 -0.8261 4.4491
46 H 1.8675 -2.2807 -2.6413
47 O 0.9518 -6.8638 0.4046
48 H 6.3427 1.1636 -2.4691
49 C 0.1105 -0.9289 4.5542
50 H -2.7849 3.8564 -1.9811
51 C 2.5728 -4.0817 -1.6337
52 C -1.9136 0.1443 -1.8050
53 C 4.7041 0.3459 0.3738
54 H -4.8078 4.1395 -4.4314
55 H 3.5670 -3.6972 -1.4111
56 H 2.6296 -4.6575 -2.5554
57 H -3.5775 -2.1439 2.5678
58 H -2.0291 -0.9153 4.2761
59 H 4.8739 -0.0284 1.3720
60 C 1.5684 -2.9526 -1.8321
61 O 1.8909 -2.2969 0.4692
62 H 6.7651 0.3477 -0.1778
63 C -0.4531 5.2311 1.0987
64 C 3.1577 1.0717 -1.3572
65 N -1.2790 1.0145 -0.9998
66 H 4.0379 1.6193 -3.2292
67 H 2.1479 1.2784 -1.7000
68 C -2.8780 0.5628 -2.6925
69 C -0.9932 -0.2534 2.5398
70 H 0.0745 -1.2933 5.5717
71 C -3.1998 1.9150 -2.7701
72 C 1.3403 -2.1331 -0.5975
73 H 1.5756 2.7070 2.0665
74 H 2.5644 -4.7743 0.3740
75 N 2.5167 0.0522 1.9663
76 C -4.2366 2.4037 -3.7382
77 N 2.2927 0.4031 0.7891
78 C -0.4429 -4.7291 0.0131
79 H -1.8739 -0.0804 1.9378
80 C -2.4505 -3.0419 0.9638

Computed properties:
Multiplicity: 1
Total energy (eV): -69643.19343
Kohn-Sham gap (eV): 5.985
Charge: +2
Energy relative to the best compared isomer or geometry (same formula, charge and spin) (kcal/mol): 0.0